ORCA calculation (ωB97M-V with the def2-TZVPD basis set) on a molecular structure, C34H32BiN4O6S3Sb2.

Positions of all 82 atoms, in Å:
Bi: 0.75 -0.83 -0.17
C: -2.56 3.87 1.97
Sb: -1.11 2.34 1.64
C: -0.23 3.23 -0.09
C: 0.38 3.15 3.02
C: 0.04 2.89 4.46
C: -0.83 3.76 5.11
C: -1.25 3.54 6.41
C: -0.79 2.42 7.10
C: 0.09 1.56 6.47
C: 0.53 1.77 5.16
C: 1.50 0.80 4.56
Sb: 0.60 -0.57 3.12
C: -1.35 -0.60 3.99
C: 1.21 -2.38 4.08
H: -2.12 4.85 1.79
H: -2.93 3.81 2.99
H: -3.40 3.70 1.29
H: -0.01 4.29 0.10
H: -0.92 3.14 -0.92
H: 0.69 2.72 -0.37
H: 0.41 4.22 2.82
H: 1.34 2.72 2.73
H: -1.19 4.63 4.58
H: -1.94 4.23 6.89
H: -1.11 2.23 8.11
H: 0.47 0.70 7.01
H: 1.94 0.17 5.33
H: 2.31 1.32 4.04
H: -1.24 -0.61 5.07
H: -1.84 -1.52 3.66
H: -1.95 0.26 3.69
H: 0.75 -2.41 5.07
H: 2.29 -2.42 4.17
H: 0.87 -3.22 3.48
O: -5.55 -1.33 0.34
C: -4.39 -1.08 0.48
C: -3.61 0.09 -0.12
O: -4.00 1.22 -0.32
C: -2.24 -0.45 -0.26
C: -2.07 -1.51 0.63
O: -0.89 -2.00 0.89
C: -3.34 -1.92 1.22
O: -3.55 -2.71 2.11
O: -1.27 0.07 -0.93
O: 2.05 -2.40 0.74
C: 2.55 -3.53 0.30
C: 3.62 -4.10 1.03
C: 4.22 -5.27 0.64
C: 3.81 -5.93 -0.52
C: 2.76 -5.40 -1.24
C: 2.11 -4.22 -0.85
C: 0.95 -3.77 -1.62
N: 0.36 -2.59 -1.61
C: -0.71 -2.63 -2.48
C: -0.77 -3.86 -3.03
N: 0.28 -4.57 -2.48
H: 3.94 -3.57 1.92
H: 5.04 -5.67 1.23
H: 4.30 -6.83 -0.85
H: 2.46 -5.89 -2.15
H: -1.34 -1.77 -2.63
H: -1.43 -4.29 -3.76
H: 0.50 -5.53 -2.66
S: 0.06 -1.25 -7.26
C: 0.78 -0.52 -5.95
S: 1.55 -1.41 -4.69
C: 1.85 0.05 -3.78
N: 1.42 1.12 -4.38
N: 0.84 0.79 -5.59
C: 0.33 1.89 -6.34
C: 0.44 1.93 -7.72
C: -0.05 3.04 -8.40
C: -0.62 4.10 -7.72
C: -0.71 4.05 -6.33
C: -0.23 2.95 -5.64
S: 2.66 0.00 -2.26
H: 0.88 1.11 -8.25
H: 0.03 3.07 -9.48
H: -1.00 4.96 -8.26
H: -1.15 4.88 -5.78
H: -0.28 2.91 -4.56

As for the total charge: -1. For the lowest unoccupied orbital energy, the calculation gives 2.18 eV. The calculation puts the relative energy (zero: lowest compared OMol25 entry of this formula, charge and spin) at 0.837 eV. The value obtained for the largest force on an atom is 0.4 eV/Å.

Löwdin population analysis, charges in e, atoms 1 to 5:
1 Bi 1.64
2 C -0.33
3 Sb 1.35
4 C -0.32
5 C -0.33

=====

ORCA calculation (ωB97M-V with the def2-TZVPD basis set) on a molecular structure, C34H32Br2N2O6SSbTl.

Positions of all 79 atoms, in Å:
Tl: 2.65 2.24 -0.95
O: 0.13 2.09 2.72
C: 0.30 1.93 1.38
O: 1.01 1.11 0.84
C: -0.43 2.95 0.62
O: -0.24 2.85 -0.79
C: -1.32 2.07 -1.32
C: -0.79 0.57 -1.32
O: -1.63 -0.23 -0.66
O: 0.22 0.14 -1.80
H: 0.62 1.36 3.22
H: 0.00 3.92 0.94
H: -1.48 2.97 0.81
H: -1.49 2.42 -2.38
H: -2.16 2.05 -0.66
Br: -0.04 8.60 -0.29
C: 1.18 7.20 -0.52
C: 1.58 6.73 -1.71
C: 2.42 5.58 -1.74
N: 2.86 5.00 -0.65
C: 2.47 5.46 0.56
C: 1.66 6.56 0.66
C: 3.02 4.66 1.73
C: 3.45 5.28 2.89
C: 3.85 4.42 3.97
Br: 4.28 5.11 5.64
C: 3.93 3.06 3.72
C: 3.39 2.52 2.51
N: 2.95 3.32 1.63
H: 1.31 7.15 -2.70
H: 2.82 5.19 -2.63
H: 1.30 6.95 1.63
H: 3.38 6.37 3.04
H: 4.23 2.39 4.52
H: 3.28 1.47 2.32
C: -1.71 -0.94 -4.78
S: -2.66 -1.63 -3.42
C: -3.63 -2.89 -4.26
O: -1.59 -2.43 -2.66
H: -1.04 -1.69 -5.11
H: -1.14 -0.07 -4.30
H: -2.29 -0.64 -5.65
H: -4.01 -2.50 -5.19
H: -4.57 -3.10 -3.71
H: -2.97 -3.79 -4.51
C: 0.40 -1.49 4.26
C: -0.92 -1.27 3.89
C: -1.31 -1.33 2.59
C: -0.38 -1.60 1.56
C: 0.90 -1.88 1.96
C: 1.35 -1.91 3.29
Sb: -0.98 -2.14 -0.42
C: 0.63 -3.04 -1.43
C: 1.94 -2.58 -1.53
C: 2.88 -3.43 -2.07
C: 2.50 -4.73 -2.49
C: 1.21 -5.15 -2.47
C: 0.25 -4.30 -1.86
C: -2.60 -3.44 0.11
C: -3.87 -3.21 -0.41
C: -4.92 -3.99 0.08
C: -4.69 -5.00 0.98
C: -3.41 -5.24 1.47
C: -2.34 -4.52 0.96
H: 0.77 -1.45 5.27
H: -1.59 -1.02 4.73
H: -2.37 -1.28 2.30
H: 1.59 -2.03 1.09
H: 2.43 -2.05 3.56
H: 2.19 -1.56 -1.21
H: 3.89 -3.14 -2.11
H: 3.24 -5.45 -2.91
H: 0.92 -6.14 -2.79
H: -0.74 -4.71 -1.66
H: -4.07 -2.38 -1.08
H: -5.95 -3.85 -0.26
H: -5.51 -5.53 1.48
H: -3.23 -6.05 2.24
H: -1.33 -4.85 1.21

As for the total charge: +2. For the lowest unoccupied orbital energy, the calculation gives -4.55 eV. The calculation puts the relative energy (zero: lowest compared OMol25 entry of this formula, charge and spin) at 1.429 eV. The value obtained for the largest force on an atom is 3.9 eV/Å.

Löwdin population analysis, charges in e, atoms 1 to 5:
1 Tl 1.04
2 O 0.13
3 C -0.51
4 O -0.05
5 C -0.10

=====

ORCA calculation (ωB97M-V with the def2-TZVPD basis set) on a molecular structure, C34H32BrEuN2O6PS4.

Positions of all 81 atoms, in Å:
Eu: 1.02 -1.41 1.40
O: -2.78 -1.75 3.27
S: -2.30 -1.98 1.95
O: -1.83 -0.48 1.14
O: -1.15 -2.83 1.86
C: -3.55 -2.39 0.84
C: -4.05 -3.69 0.70
C: -4.86 -3.88 -0.40
C: -5.32 -2.76 -1.18
C: -5.05 -1.45 -0.75
C: -4.05 -1.25 0.19
P: -3.03 0.29 0.44
C: -3.66 1.51 1.65
C: -3.95 1.15 2.96
C: -4.38 2.14 3.89
C: -4.56 3.46 3.47
C: -4.32 3.79 2.15
C: -3.97 2.81 1.20
C: -2.73 1.14 -1.11
C: -1.55 1.18 -1.90
C: -1.63 1.79 -3.14
C: -2.83 2.23 -3.68
C: -3.99 2.14 -2.93
C: -3.94 1.64 -1.65
H: -3.77 -4.58 1.31
H: -5.22 -4.88 -0.70
H: -5.96 -2.89 -2.08
H: -5.63 -0.66 -1.20
H: -3.84 0.16 3.41
H: -4.49 1.81 4.93
H: -4.91 4.22 4.16
H: -4.40 4.88 1.93
H: -3.77 3.08 0.15
H: -0.59 0.91 -1.53
H: -0.71 1.78 -3.71
H: -2.88 2.60 -4.66
H: -4.92 2.43 -3.47
H: -4.88 1.45 -1.11
Br: 1.71 4.64 -3.15
C: 2.80 3.58 -2.07
C: 4.23 3.61 -2.30
C: 5.05 2.79 -1.51
C: 4.46 2.03 -0.55
C: 3.01 1.80 -0.51
C: 2.22 2.60 -1.34
C: 2.35 0.72 0.35
O: 3.06 -0.26 0.75
O: 1.10 0.80 0.54
H: 4.61 4.27 -3.05
H: 6.16 2.86 -1.63
H: 5.01 1.46 0.21
H: 1.12 2.56 -1.38
S: 3.42 -4.37 2.90
C: 2.38 -3.23 2.50
C: 1.59 -4.10 -4.33
C: 0.93 -3.14 -3.31
S: 1.03 -3.82 -1.60
O: 0.77 -2.62 -0.68
C: 2.74 -4.36 -1.27
C: 3.83 -3.40 -1.72
H: 1.45 -3.71 -5.37
H: 1.23 -5.13 -4.25
H: 2.71 -4.01 -4.17
H: -0.18 -2.98 -3.45
H: 1.47 -2.19 -3.34
H: 2.87 -5.36 -1.74
H: 2.74 -4.49 -0.20
H: 3.45 -2.33 -1.65
H: 4.04 -3.50 -2.80
H: 4.75 -3.48 -1.13
S: 1.88 -0.12 4.26
C: 3.07 1.16 4.22
N: 4.13 0.83 3.43
C: 5.17 1.72 3.23
C: 5.12 2.93 3.91
C: 4.14 3.11 4.87
N: 3.04 2.30 4.91
H: 3.99 0.01 2.87
H: 5.93 1.40 2.50
H: 5.86 3.73 3.68
H: 4.01 4.00 5.53

As for the total charge: -1. For the lowest unoccupied orbital energy (alpha / beta), the calculation gives 1.42 / 1.49 eV. The calculation puts the relative energy (zero: lowest compared OMol25 entry of this formula, charge and spin) at 6.267 eV. The value obtained for the largest force on an atom is 3.6 eV/Å. The spin multiplicity is 7.

Löwdin population analysis, charges in e, atoms 1 to 5:
1 Eu 1.36
2 O -0.24
3 S 0.70
4 O -0.39
5 O -0.35